# 1
{
  "formula": "C37H59GeN2OPdSSbSeSi3",
  "method": "the ωB97M-V functional and the def2-TZVPD basis",
  "e_lumo_ha": 0.137,
  "de_lowest_kj_mol": 0.0,
  "charge": -2,
  "fmax_ev_per_a": 0.73,
  "molar_mass_g_mol": 1043.97,
  "homo_ev": -1.15,
  "elements": ["Pd", "C", "Sb", "C", "C", "C", "C", "C", "C", "N", "Si", "C", "C", "C", "C", "C", "C", "C", "C", "C", "N", "Si", "C", "C", "C", "Si", "C", "C", "C", "H", "H", "H", "H", "H", "H", "H", "H", "H", "H", "H", "H", "H", "H", "H", "H", "H", "H", "H", "H", "H", "H", "H", "H", "H", "H", "H", "H", "H", "H", "H", "H", "H", "H", "H", "H", "H", "H", "C", "Ge", "C", "C", "C", "Se", "C", "H", "H", "H", "H", "H", "H", "H", "H", "H", "H", "H", "H", "H", "H", "C", "C", "O", "S", "C", "C", "C", "C", "C", "C", "C", "C", "H", "H", "H", "H", "H", "H", "H"],
  "coordinates": [[0.4461, 0.2465, -0.1144], [3.2223, -2.0629, 1.1645], [1.8773, -1.8096, -0.5025], [2.3764, 0.2032, -1.0076], [3.4361, 0.8200, -0.1950], [4.7676, 0.9088, -0.6519], [5.7407, 1.4705, 0.1466], [5.3936, 1.9372, 1.4095], [4.0689, 1.8008, 1.7912], [3.1178, 1.2753, 1.0283], [2.3072, 0.5699, -2.8157], [3.6694, -0.2544, -3.8542], [2.4467, 2.4194, -3.1604], [0.6852, -0.0234, -3.5684], [0.7787, -2.5092, 3.9074], [0.0282, -1.2773, 3.7706], [-1.3244, -1.1692, 4.2058], [-2.0043, 0.0217, 4.1265], [-1.3653, 1.1399, 3.5920], [-0.0607, 0.9645, 3.1529], [0.6178, -0.1778, 3.2295], [2.2801, -2.3993, 4.9153], [3.5200, -1.0200, 4.5368], [3.2796, -4.0107, 4.9941], [1.8279, -2.0859, 6.7465], [-0.0378, -4.0852, 3.5797], [-0.7040, -5.0417, 5.0982], [1.0575, -5.3707, 2.7134], [-1.5199, -3.9030, 2.4002], [4.2387, -1.9831, 0.7711], [3.0690, -3.0464, 1.6070], [3.0410, -1.3040, 1.9190], [5.0232, 0.5091, -1.6251], [6.7648, 1.5337, -0.2060], [6.1211, 2.3775, 2.0792], [3.7482, 2.1299, 2.7763], [4.6463, 0.2165, -3.7127], [3.4243, -0.1820, -4.9194], [3.7579, -1.3109, -3.5914], [3.3055, 2.8591, -2.6461], [1.5453, 2.9125, -2.7915], [2.5493, 2.6118, -4.2334], [0.6510, -1.1144, -3.6387], [0.5552, 0.3919, -4.5730], [-0.1422, 0.3105, -2.9387], [-1.7950, -2.0366, 4.6545], [-3.0244, 0.0889, 4.4950], [-1.8560, 2.1020, 3.5077], [0.4726, 1.7899, 2.6850], [4.2868, -1.3334, 3.8250], [4.0209, -0.7030, 5.4582], [2.9965, -0.1679, 4.0980], [3.6564, -4.3105, 4.0139], [2.6840, -4.8342, 5.3984], [4.1370, -3.8622, 5.6591], [1.2963, -1.1332, 6.8386], [2.7088, -2.0475, 7.3979], [1.1580, -2.8700, 7.1123], [0.0963, -5.2021, 5.8278], [-1.1175, -6.0198, 4.8262], [-1.4892, -4.4672, 5.6003], [1.9053, -5.6921, 3.3188], [1.4479, -4.9564, 1.7796], [0.4629, -6.2578, 2.4675], [-1.9063, -2.8820, 2.3715], [-2.3433, -4.5686, 2.6791], [-1.2069, -4.1668, 1.3849], [-4.9713, 1.3340, 2.1787], [-4.8050, 0.7160, 0.3300], [-5.4927, -1.1189, 0.2595], [-5.9522, 1.8393, -0.8066], [-2.9404, 0.8580, -0.2195], [-1.7883, -0.5483, 0.5022], [-2.1054, -1.8254, -0.9284], [-5.9844, 1.1618, 2.5480], [-4.7466, 2.3986, 2.2574], [-4.2679, 0.7906, 2.8113], [-6.4821, -1.1473, 0.7208], [-4.8329, -1.7862, 0.8161], [-5.5802, -1.4875, -0.7633], [-6.9760, 1.8313, -0.4263], [-5.9642, 1.4777, -1.8358], [-5.5957, 2.8703, -0.8118], [-2.5090, 1.7841, 0.1640], [-2.7952, 0.8761, -1.3002], [-3.1687, -2.0463, -1.0092], [-1.5554, -2.7266, -0.6646], [-1.7145, -1.4242, -1.8613], [2.3988, 8.8710, 0.8240], [1.4780, 9.9431, 0.3023], [1.6677, 11.1191, 0.5034], [0.0105, 9.4873, -0.6034], [-0.0006, 7.7180, -0.6052], [-0.5698, 7.0162, 0.4552], [-0.5589, 5.6342, 0.4671], [0.0227, 4.8978, -0.5807], [0.5779, 5.6244, -1.6499], [0.5615, 7.0059, -1.6635], [0.0521, 3.4800, -0.5475], [0.1185, 2.2577, -0.4735], [3.4078, 9.2775, 0.8563], [2.3698, 7.9514, 0.2467], [2.0870, 8.6413, 1.8452], [-1.0110, 7.5636, 1.2798], [-0.9909, 5.0910, 1.2974], [1.0326, 5.0783, -2.4658], [0.9986, 7.5456, -2.4956]],
  "lowdin_charge": [0.2400, -0.4018, 1.0501, -0.6856, -0.4306, -0.0559, -0.1019, -0.1028, -0.1602, 0.1132, 0.3497, -0.2071, -0.1801, -0.2088, -0.3408, -0.4038, -0.0860, -0.1416, -0.1390, -0.2103, 0.0911, 0.4191, -0.1966, -0.2021, -0.2011, 0.4129, -0.2062, -0.1953, -0.1778, -0.0107, -0.0338, -0.0389, 0.0814, 0.0913, 0.0817, 0.0982, 0.0053, 0.0149, 0.0135, 0.0273, -0.0100, 0.0202, 0.0151, 0.0200, -0.0038, 0.0924, 0.0861, 0.0818, 0.0880, 0.0136, 0.0133, -0.0010, 0.0134, 0.0099, 0.0170, 0.0182, 0.0072, 0.0086, 0.0047, 0.0074, 0.0090, -0.0016, 0.0136, 0.0174, -0.0209, 0.0198, 0.0152, -0.2099, 0.7425, -0.2321, -0.2333, -0.5771, 0.8398, -0.3810, 0.0134, 0.0201, -0.0099, 0.0113, 0.0123, 0.0115, 0.0071, 0.0095, 0.0128, -0.0010, 0.0224, 0.0022, -0.0004, 0.0109, -0.0461, -0.7558, -0.0341, 0.9999, -0.5978, -0.1161, -0.0319, -0.2546, -0.0293, -0.1194, -0.1598, -0.1067, 0.0827, 0.0684, 0.0944, 0.1002, 0.1114, 0.0988, 0.0999]
}

---

# 2
{
  "formula": "C17H23F9MgNOP",
  "method": "the ωB97M-V functional and the def2-TZVPD basis",
  "e_lumo_ha": [-0.014, -0.014],
  "fmax_ev_per_a": 4.67,
  "molar_mass_g_mol": 483.64,
  "homo_ev": [-6.07, -6.07],
  "elements": ["C", "C", "C", "C", "C", "C", "C", "C", "N", "Mg", "C", "P", "H", "H", "H", "H", "H", "H", "H", "H", "C", "C", "H", "C", "C", "H", "H", "H", "H", "H", "H", "H", "H", "H", "H", "H", "H", "H", "H", "F", "C", "F", "F", "C", "O", "C", "F", "F", "F", "C", "F", "F", "F"],
  "coordinates": [[-2.8991, 2.3442, -2.9830], [-2.2934, 3.0044, -1.8893], [-1.3704, 2.4331, -1.0835], [-0.9982, 1.1198, -1.4048], [-1.5860, 0.3635, -2.4796], [-2.4904, 1.0199, -3.2260], [-0.7243, 3.1058, 0.0844], [-0.9749, 2.5469, 1.4985], [-1.0397, 1.0538, 1.6043], [0.0770, 0.2121, 0.1226], [-1.2043, -1.0774, -2.5891], [-1.1663, -1.8372, -0.9019], [-2.6117, 4.0464, -1.6681], [-2.9665, 0.4592, -4.0586], [-3.6212, 2.8262, -3.5956], [-0.2015, -1.2174, -3.0170], [-1.9433, -1.6269, -3.2205], [0.3547, 3.1866, -0.0621], [-1.1074, 4.1582, 0.1107], [-0.1575, 2.8760, 2.1509], [-0.3603, -3.4310, -1.0139], [-2.8996, -2.1552, -0.5391], [-1.9132, 2.9368, 1.9115], [-2.4468, 0.6135, 1.4584], [-0.5781, 0.6664, 2.9646], [1.2442, -0.7742, -1.3301], [-3.0650, 1.0455, 2.2584], [-2.8316, 0.9462, 0.4919], [-2.5062, -0.4793, 1.5177], [-1.2947, 0.9839, 3.7189], [-0.4567, -0.4443, 3.0297], [0.3939, 1.1219, 3.1628], [-3.2773, -2.8688, -1.2764], [-3.0047, -2.5754, 0.4588], [-3.4890, -1.2373, -0.5932], [-0.9757, -4.0982, -1.6256], [0.6352, -3.3080, -1.4521], [-0.2475, -3.8422, -0.0109], [1.3904, -1.0933, 1.2660], [3.1828, -0.0178, 3.0415], [3.6499, -1.0425, 2.2713], [4.9106, -1.2993, 2.6498], [2.8780, -2.1195, 2.6110], [3.5125, -0.7547, 0.8156], [2.1250, -0.3840, 0.6704], [4.3354, 0.5302, 0.4345], [5.6556, 0.3830, 0.6698], [4.1949, 0.8764, -0.8799], [3.9252, 1.6237, 1.1306], [3.9600, -1.9058, -0.0828], [5.2564, -2.2442, 0.1304], [3.1986, -3.0027, 0.1604], [3.8223, -1.6470, -1.4123]],
  "lowdin_charge": [-0.0656, -0.0823, -0.3272, -0.1349, -0.3417, -0.0892, -0.1389, -0.1660, -0.3293, 0.4713, -0.3192, 0.7703, 0.1093, 0.1133, 0.0800, 0.0650, 0.0979, 0.1148, 0.1269, 0.1182, -0.2905, -0.2892, 0.1259, -0.0766, -0.0770, -0.0013, 0.1000, 0.0956, 0.0721, 0.0925, 0.1033, 0.0864, 0.0415, 0.0367, 0.0422, 0.0427, 0.0297, 0.0380, 0.2152, 0.1481, -0.5264, 0.1873, 0.1392, -0.2049, -0.1501, -0.4760, 0.1707, 0.1547, 0.1507, -0.5031, 0.1659, 0.1457, 0.1383]
}

---

# 3
{
  "formula": "C3H13N2O",
  "method": "the ωB97M-V functional and the def2-TZVPD basis",
  "e_lumo_ha": -0.102,
  "de_lowest_kj_mol": 115.1,
  "charge": 1,
  "fmax_ev_per_a": 3.16,
  "molar_mass_g_mol": 93.15,
  "homo_ev": -14.20,
  "elements": ["C", "C", "C", "N", "N", "H", "H", "H", "H", "H", "H", "H", "H", "H", "H", "H", "H", "H", "O"],
  "coordinates": [[-0.0621, -0.9653, -1.0660], [0.5958, -1.1572, 0.4145], [1.7722, -0.0505, 0.3949], [1.2633, 1.3738, 0.4580], [-0.6063, 0.4022, -1.1493], [0.4481, -1.2176, -2.0159], [-0.9865, -1.4931, -0.9391], [-0.0585, -1.1424, 1.3426], [0.9941, -2.1879, 0.4379], [2.3562, -0.1112, -0.5686], [2.4615, -0.4366, 1.1744], [1.1999, 1.4549, 1.4372], [2.0799, 1.9299, 0.2533], [-0.7414, 0.7389, -2.1029], [0.0136, 0.9961, -0.5625], [-1.5345, 0.4544, -0.6820], [-3.3740, -0.2308, 1.1794], [-3.0562, 1.2390, 1.1678], [-2.7651, 0.4033, 0.8261]],
  "lowdin_charge": [-0.1433, -0.1071, -0.2266, 0.0050, 0.1267, 0.1440, 0.1017, 0.1285, 0.1105, 0.1262, 0.1138, 0.0743, 0.0965, 0.1703, 0.0692, 0.1172, 0.0563, 0.0563, -0.0193]
}

---

# 4
{
  "formula": "C4H18N3O3",
  "method": "the ωB97M-V functional and the def2-TZVPD basis",
  "e_lumo_ha": [0.022, 0.019],
  "spin_multiplicity": 2,
  "fmax_ev_per_a": 7.12,
  "molar_mass_g_mol": 156.21,
  "s2": 0.75,
  "homo_ev": [-2.06, -9.34],
  "elements": ["C", "C", "C", "N", "C", "N", "N", "H", "H", "H", "H", "H", "H", "H", "H", "H", "H", "H", "H", "H", "H", "O", "H", "H", "O", "H", "H", "O"],
  "coordinates": [[-0.8046, -0.7660, 0.9943], [-2.1511, -0.0715, 0.5657], [-2.1398, 1.3929, 0.1832], [-0.6266, 4.0358, 0.1089], [-0.1827, 2.8338, -0.3627], [-0.7747, 1.6560, -0.3273], [0.0607, -1.2230, -0.3324], [-1.1410, -1.6812, 1.5509], [-0.3060, -0.1524, 1.6680], [-2.8258, 0.0043, 1.4840], [-2.6228, -0.6637, -0.2699], [-2.2016, 2.1291, 1.0099], [-2.7822, 1.6124, -0.7622], [-0.0581, 4.7966, 0.1383], [-1.3883, 4.1674, 0.7257], [0.7011, 3.0011, -1.0525], [0.8756, -1.5772, -0.0355], [0.2301, -0.3581, -0.8833], [-0.5244, -1.8689, -0.8778], [3.5817, -1.1643, 1.1680], [2.5698, -2.0427, 2.2102], [2.6970, -1.4544, 1.4803], [0.8463, -4.5443, 0.0433], [2.0612, -3.4614, 0.0974], [1.1582, -3.7170, -0.0460], [1.9554, 0.4978, -2.6440], [1.9908, -0.9544, -3.3103], [1.8018, -0.4270, -2.5242]],
  "lowdin_charge": [-0.1282, -0.2222, -0.2548, 0.1070, -0.2939, -0.0463, 0.1810, 0.1046, 0.0684, 0.1239, 0.1114, 0.1011, 0.1472, 0.0453, 0.0761, 0.1192, -0.0159, 0.0884, 0.1078, 0.0180, -0.0180, -0.1851, -0.0402, -0.0109, -0.0783, -0.0022, 0.0286, -0.1319]
}